No. 1
12
Properties=species:S:1:pos:R:3:forces:R:3 method="wB97M-V/def2-TZVPD" charge=+1 max_force_ev_per_a=4.4 lumo_ev=-3.81 e_homo_ev=-14.8
C 0.94124 -1.09081 0.92799 -3.16 -1.14 -0.57
C -0.18586 -1.75265 0.59777 1.98 2.34 0.41
C -0.22941 -0.33983 0.76101 0.77 -1.21 -0.03
N -0.78323 0.66395 1.34139 -3.00 2.95 1.44
N 0.19519 0.43809 -1.13832 -1.35 -1.26 0.78
H 1.92848 -0.95203 1.18635 1.99 -0.30 0.47
H -0.71621 -2.60461 0.30937 -0.53 -1.22 -0.20
H -0.18638 1.41323 1.67705 -0.06 -0.26 -0.07
H -1.80418 0.97368 1.30848 2.00 -1.21 -0.22
H -0.54035 -0.10592 -1.55304 -0.54 0.55 -0.66
H 1.00549 -0.06245 -1.33682 1.95 -0.31 -0.72
H 0.21392 1.40190 -1.33680 -0.05 1.07 -0.64


No. 2
32
Properties=species:S:1:pos:R:3:forces:R:3 method="wB97M-V/def2-TZVPD" charge=-1 max_force_ev_per_a=1.2 lumo_ev=1.91 e_homo_ev=-6.1
C -0.69163 0.61511 0.30822 -0.23 -0.41 0.01
S -0.86498 2.37135 0.39237 0.76 0.85 -0.07
O -0.60617 2.77588 1.75472 -0.34 -0.26 0.16
O 0.07217 2.89947 -0.57655 -0.11 -0.10 -0.13
N -2.33688 2.81775 -0.10367 0.11 -0.64 -0.08
S -3.57090 1.91691 0.18644 -0.60 0.94 0.44
O -3.58404 1.23611 1.44890 0.20 -0.36 -0.16
O -4.76816 2.60551 -0.18987 0.05 -0.08 -0.24
F -3.45116 0.73629 -0.89412 0.04 -0.09 0.03
H 0.18964 0.36247 0.89621 -0.19 0.44 -0.22
H -1.54076 0.08338 0.73191 -0.08 0.18 0.10
H -0.54879 0.31012 -0.72774 -0.23 0.35 0.45
C -3.13050 5.84784 -2.08387 -0.01 -0.16 0.12
Cl -2.50712 5.20094 -3.60675 -0.02 -0.01 0.03
Cl -2.68663 7.55601 -1.87512 -0.04 0.01 0.04
H -4.21052 5.77420 -2.09693 0.00 0.04 -0.04
H -2.72300 5.27100 -1.25939 0.11 -0.04 -0.08
C 0.23411 -2.56948 -2.52429 0.08 -0.01 0.02
Cl -1.48098 -2.99789 -2.45410 0.00 -0.02 0.00
Cl 0.49753 -0.83038 -2.38719 0.27 -0.27 -0.47
H 0.74094 -3.05602 -1.69866 -0.03 0.01 0.02
H 0.63223 -2.90688 -3.47363 -0.03 0.02 -0.02
C 2.74585 -1.32642 2.57887 -0.06 -0.04 0.05
Cl 4.36007 -1.69164 1.95138 0.16 0.24 0.08
Cl 1.49198 -1.53384 1.35395 0.28 -0.38 0.10
H 2.53953 -2.00218 3.40018 0.01 -0.03 -0.03
H 2.72905 -0.29460 2.90900 0.02 0.02 -0.06
C 4.61027 -5.86300 1.52304 0.06 0.03 -0.05
Cl 3.34365 -4.73494 1.04694 -0.14 -0.20 -0.06
Cl 4.30412 -6.59710 3.10554 0.01 -0.01 0.00
H 4.66426 -6.65559 0.78671 -0.03 -0.01 0.02
H 5.54681 -5.32041 1.57748 -0.01 0.02 0.04


No. 3
122
Properties=species:S:1:pos:R:3:forces:R:3 method="wB97M-V/def2-TZVPD" charge=+1 multiplicity=3 max_force_ev_per_a=4.7 lumo_ev="-2.91 / -4.01" e_homo_ev="-9.1 / -9.1"
Pt 6.88657 43.56043 -6.47484 1.78 0.13 0.61
C 9.69456 41.53069 -4.10162 -0.35 1.70 0.09
C 9.88442 42.60796 -5.18149 1.53 0.58 -0.84
C 11.31881 42.39949 -5.85028 -0.88 -0.53 -1.10
O 8.92066 42.71416 -6.19637 0.28 -0.86 -0.88
H 9.81900 40.51829 -4.48585 -0.17 0.14 0.01
H 8.73672 41.71003 -3.61328 -0.38 -0.55 -0.20
H 10.39629 41.74384 -3.29524 0.37 -0.36 -0.14
H 10.03190 43.63908 -4.86034 -0.32 -0.01 1.33
H 11.59341 43.17428 -6.56609 -0.33 0.44 0.27
H 11.29001 41.53079 -6.50801 -0.09 -0.49 0.18
H 12.16750 42.26333 -5.17999 -0.40 0.07 0.45
C 2.89754 41.05621 -4.59443 -1.40 0.09 -2.54
C 3.16388 39.68035 -5.33178 -1.23 -0.38 2.83
C 4.45190 39.70477 -5.97218 3.08 0.97 -0.77
S 5.53847 40.71678 -4.77510 -2.17 -0.23 -0.17
O 6.26532 41.67013 -5.63033 -0.33 -0.87 1.03
O 6.18370 39.89484 -3.77485 0.63 0.32 -0.90
C 4.09686 41.46452 -3.80157 0.67 -0.65 -0.19
H 1.93619 41.03960 -4.08098 0.34 -0.25 0.54
H 2.71886 41.82337 -5.34785 0.08 0.12 -0.32
H 2.43282 39.17692 -5.96441 -0.47 0.85 -0.01
H 3.23839 39.02597 -4.46325 0.01 -0.60 0.03
H 4.45977 40.20273 -6.94176 0.06 0.61 0.16
H 4.98603 38.78101 -6.19459 -0.09 -0.30 0.61
H 4.19897 42.53809 -3.64311 0.16 -0.10 -0.26
H 4.10000 40.94894 -2.84123 0.45 0.01 -0.05
C 10.60667 36.72821 -3.57606 0.37 0.74 -1.26
C 11.29913 36.60130 -2.22748 -0.75 -1.97 0.36
C 12.81683 36.76253 -2.30571 -0.64 1.03 -0.85
S 13.06915 37.74657 -3.86261 0.31 0.79 -0.66
O 13.77018 36.96148 -4.88167 -0.54 0.41 1.23
O 13.59275 39.08495 -3.53845 -0.58 -1.63 -0.25
C 11.29142 37.88825 -4.29840 -0.99 0.34 0.41
H 9.51947 36.79840 -3.54197 0.02 0.63 0.46
H 10.68666 35.86563 -4.23761 0.65 -0.48 0.38
H 11.05616 35.55915 -2.02014 0.33 -0.11 0.85
H 10.87141 37.18728 -1.41398 -0.06 0.32 -0.41
H 13.33216 35.80277 -2.34299 0.23 0.38 -0.14
H 13.14567 37.44996 -1.52635 0.35 -0.36 -0.01
H 11.01551 37.95271 -5.35093 0.89 -0.33 -0.26
H 10.90982 38.81986 -3.88058 0.53 0.18 0.39
C 8.46753 45.01896 -0.94999 0.05 1.42 -0.30
C 7.28167 46.00971 -0.93224 0.31 1.27 0.41
C 6.49532 45.82247 -2.19408 -0.22 -1.55 -1.31
S 7.75981 45.58839 -3.53811 -0.65 1.13 1.80
O 8.16839 46.88904 -4.04054 -0.19 -1.19 0.06
O 7.26733 44.55705 -4.45843 -0.22 0.04 -0.28
C 8.96229 44.84034 -2.40971 -1.05 -0.76 0.43
H 8.15630 44.10139 -0.45069 0.37 -0.15 -0.38
H 9.33836 45.45432 -0.45985 -0.36 -0.20 0.60
H 7.62680 47.04168 -0.86877 0.25 0.05 -0.09
H 6.67245 45.88735 -0.03670 -0.13 -0.24 -0.15
H 5.68751 46.45151 -2.56803 0.46 0.67 0.36
H 6.02358 44.84246 -2.12238 0.00 -0.35 -0.21
H 9.95269 45.27594 -2.54181 -0.01 -0.47 -0.43
H 8.78606 43.77520 -2.55975 1.06 -0.01 -0.76
C 11.41742 46.28400 -7.17971 -0.15 0.73 1.27
C 12.86795 45.78309 -7.01115 -0.89 -1.00 -0.18
C 13.58223 46.59229 -5.99484 -0.38 1.97 1.74
S 12.26714 47.05916 -4.60441 0.13 -2.33 -2.21
O 12.22427 48.48889 -4.41555 0.22 -0.53 0.38
O 12.27159 46.07627 -3.50614 0.32 1.47 -0.71
C 10.89140 46.51794 -5.69953 0.32 -0.18 -0.53
H 10.83154 45.51859 -7.68862 -0.14 -0.10 0.26
H 11.33885 47.16419 -7.81786 0.17 0.26 0.29
H 13.38064 45.78133 -7.97304 0.13 0.02 0.07
H 12.75415 44.74999 -6.68274 0.42 -0.09 0.00
H 13.78922 47.57305 -6.42306 0.11 0.18 0.17
H 14.49048 46.24772 -5.50041 -0.25 -0.41 -0.15
H 10.07811 47.20855 -5.47651 0.00 0.01 -0.57
H 10.61592 45.53638 -5.31386 0.01 0.06 0.13
C 9.06010 43.59123 -11.37002 -0.69 -0.25 -0.10
C 9.82309 42.30709 -10.97785 0.87 1.87 0.49
C 9.28617 41.92536 -9.62638 -0.11 -0.72 1.13
S 7.53586 42.24616 -9.71299 -0.30 -4.21 -1.60
O 7.14464 43.13151 -8.63824 -1.00 0.72 1.25
O 6.80393 40.97546 -10.01717 1.20 2.89 1.23
C 7.59619 43.20496 -11.18441 -0.25 0.67 -0.08
H 9.32913 44.01182 -12.33896 -0.32 -0.53 -0.27
H 9.20340 44.45278 -10.71787 0.58 -0.30 0.53
H 10.82098 42.68425 -10.75408 0.50 -0.82 -0.66
H 9.75509 41.52701 -11.73610 0.19 0.12 0.12
H 9.68055 42.53025 -8.80989 -0.03 0.35 -0.10
H 9.46533 40.90220 -9.29602 -0.26 -0.13 -0.32
H 6.99648 44.06889 -10.89796 -0.48 -0.11 -0.85
H 7.20793 42.49522 -11.91489 -0.24 0.57 -0.31
C 12.98119 40.36019 1.86676 1.85 1.76 -1.46
C 13.66970 41.63019 1.12584 1.36 -2.24 -0.21
C 13.32362 41.50798 -0.43773 -1.03 0.72 1.72
S 11.51190 41.22861 -0.33508 1.84 -1.60 0.19
O 11.17948 40.08553 -1.18352 -0.24 0.94 0.28
O 10.77122 42.46551 -0.39228 -0.29 -0.11 -0.12
C 11.61240 40.61933 1.40426 -2.08 0.21 -0.73
H 13.03872 40.35289 2.95521 0.08 0.41 -0.07
H 13.54624 39.49217 1.52707 -0.56 -0.27 -0.27
H 14.73883 41.47672 1.27242 0.16 0.35 -0.27
H 13.42902 42.58287 1.59759 -0.39 -0.02 -0.39
H 13.65187 40.62877 -0.99212 0.49 -0.04 0.44
H 13.57683 42.41942 -0.97930 -0.23 -0.07 -0.01
H 10.88080 39.81323 1.45969 -0.19 0.26 0.29
H 11.35809 41.55659 1.89919 -0.86 -0.36 0.45
N 7.69277 37.81046 -5.57244 2.16 3.13 -1.09
C 7.08251 36.67719 -5.77943 -0.53 -2.99 0.39
C 7.35429 36.23646 -7.06440 -2.06 -0.40 0.66
C 7.95273 37.28930 -7.72400 1.75 1.35 -0.06
C 8.31052 38.25820 -6.77184 -1.42 -1.03 0.82
H 7.81153 38.27171 -4.68181 -0.27 0.00 -0.17
H 6.58568 36.20470 -4.94499 -0.03 -0.25 -0.17
H 6.98354 35.32866 -7.51696 -0.03 0.09 0.07
H 8.10830 37.26611 -8.79248 0.46 0.34 0.12
H 8.88460 39.17107 -6.71250 -0.13 -0.04 -0.47
N 13.70237 37.54499 -7.61565 -0.85 0.57 -2.17
C 13.13969 37.00333 -8.75782 0.73 -1.45 0.60
C 11.95771 37.64306 -9.06567 -0.26 -1.03 -0.33
C 11.76657 38.66206 -8.15556 3.87 1.29 2.30
C 13.00541 38.65072 -7.34274 -3.57 0.85 0.52
H 14.36823 37.09380 -7.00478 0.07 0.32 -0.21
H 13.69760 36.16954 -9.15771 -0.61 -0.16 -0.35
H 11.15994 37.33354 -9.72458 0.52 -0.15 -0.51
H 11.01498 39.43736 -8.13475 0.02 -0.13 0.06
H 13.24282 39.23827 -6.46819 -0.03 0.09 -0.06


No. 4
23
Properties=species:S:1:pos:R:3:forces:R:3 method="wB97M-V/def2-TZVPD" charge=+1 max_force_ev_per_a=4.9 lumo_ev=-3.95 e_homo_ev=-10.5
O 0.91154 0.03153 -5.97017 -1.57 -0.03 2.32
C 0.34560 0.01911 -4.97877 1.30 0.03 -2.88
Pb 0.31168 0.00894 -2.19102 -2.10 0.00 2.64
O 3.64084 0.01451 -3.96160 -1.87 0.00 1.23
C 2.61270 0.00318 -3.47134 4.16 -0.03 -2.57
C -2.19652 -0.02406 -2.09166 0.34 0.00 -1.36
O -2.83829 -0.02637 -1.09127 0.02 0.01 0.59
C -0.05215 -2.56554 -2.20767 -0.19 -2.40 0.36
O -0.10965 -3.66506 -1.95045 0.04 1.50 -0.35
C -0.10115 2.57230 -2.27447 -0.35 3.65 0.57
O -0.18070 3.68515 -2.03250 0.17 -2.73 -0.59
H -2.74176 -0.04231 -3.09088 0.13 0.01 0.38
C -1.07436 0.68801 3.61676 -0.16 0.19 0.00
N 0.03748 0.00138 2.95882 0.05 0.47 -0.61
C 1.10228 -0.71341 3.67019 0.00 0.18 -0.37
C 0.14699 0.11928 1.66020 -0.54 -1.69 -2.55
N 0.14624 -0.04040 0.48667 0.24 1.00 2.16
H -0.89386 0.55850 4.67975 -0.24 0.27 0.08
H -2.05018 0.23818 3.35586 0.51 0.21 0.05
H -1.05337 1.75764 3.33986 -0.18 -0.49 0.33
H 1.07848 -1.77820 3.41109 0.19 0.25 0.01
H 2.05328 -0.23370 3.40673 -0.06 -0.45 0.29
H 0.90487 -0.60866 4.72587 0.12 0.03 0.26


No. 5
18
Properties=species:S:1:pos:R:3:forces:R:3 method="wB97M-V/def2-TZVPD" smiles=O.O.O.O.O.O max_force_ev_per_a=4.0 lumo_ev=0.43 e_homo_ev=-10.7
O 0.88262 -1.23397 0.00981 0.21 -1.30 2.13
H 1.18556 -0.33225 0.13654 0.39 -0.60 -1.26
H 0.57206 -1.51267 -0.83610 -0.12 0.75 -1.24
O 0.11454 -0.84974 -2.81908 -0.87 1.83 0.60
H -0.29270 0.08294 -2.77128 0.99 -1.91 0.02
H 0.14595 -1.11930 -3.73243 -0.07 0.07 -0.42
O -0.50445 1.66847 -1.40094 -1.22 0.12 -0.91
H 0.18103 1.83924 -0.76574 0.91 0.09 0.35
H -1.30681 1.61323 -0.86840 0.15 -0.19 -0.22
O -0.60784 -1.74151 2.35053 1.24 3.04 -0.98
H -0.94642 -2.51551 2.66058 -1.65 -3.29 1.55
H 0.07131 -2.01001 1.72073 0.21 0.50 -0.59
O 1.44993 1.30614 0.45187 -0.82 0.97 1.76
H 1.48636 1.92823 1.21584 0.67 -0.36 -0.82
H 0.60544 0.88155 0.74515 -0.06 0.37 -0.16
O -1.14550 0.80577 1.31491 0.43 -1.92 0.85
H -1.41705 0.02486 1.89122 0.58 1.10 -1.03
H -1.79911 1.47845 1.34701 -0.98 0.75 0.38


No. 6
16
Properties=species:S:1:pos:R:3:forces:R:3 method="wB97M-V/def2-TZVPD" smiles="CC(C)(O)/C=C/Br" max_force_ev_per_a=4.6 lumo_ev=0.74 e_homo_ev=-8.8
C -0.84976 0.11406 1.45435 -0.99 -1.77 -2.50
C -0.38423 0.43555 -0.07327 1.16 -2.50 1.93
C -0.67708 -0.62273 -1.17639 0.51 -1.18 0.21
O -0.94002 1.66777 -0.39520 -1.94 0.14 -1.17
C 1.11615 0.44609 -0.01466 1.54 -2.75 0.14
C 1.99860 -0.63052 0.00517 -3.19 3.19 -0.97
Br 3.81590 -0.24938 -0.01158 0.63 -0.25 0.11
H -0.13506 0.00984 2.24313 0.90 -0.88 -0.13
H -1.62821 -0.67956 1.38279 0.89 -0.06 0.47
H -1.39804 0.91289 1.80360 -1.29 2.25 0.33
H -1.70607 -0.43136 -1.51350 0.27 -0.52 -0.32
H 0.11565 -0.51508 -2.01118 -1.70 0.03 1.14
H -0.56353 -1.71556 -0.79130 -0.41 1.93 -0.54
H -1.91698 1.45410 -0.58254 2.16 0.80 0.39
H 1.50066 1.40441 -0.00661 1.10 1.97 0.38
H 1.65200 -1.60052 -0.31279 0.36 -0.38 0.53